1.
An isolated ion of composition CH3BrNO2S and charge -1. Source: the Open Molecules 2025 dataset; level of theory: the ωB97M-V functional and the def2-TZVPD basis.

Summary:
**Charge**: -1
**Lowest unoccupied orbital energy**: 0.1195 hartree
**Spin multiplicity**: 1
**SMILES string**: N=[S@@](=O)([O-])CBr
**E_tot**: -87547.901 eV
**Gap between HOMO and LUMO**: 7.44 eV
**Energy above the lowest of the compared OMol25 structures with the same formula, charge and spin**: 39.7 kcal per mole

```
9
Properties=species:S:1:pos:R:3:lowdin_charge:R:1
N -0.68 1.21 1.63 -0.271
S 0.36 0.52 0.55 0.383
O 0.98 1.54 -0.28 -0.458
O 1.41 -0.25 1.21 -0.473
C 0.03 -1.05 -0.78 -0.673
Br -0.99 -0.25 -2.18 0.528
H -1.55 1.48 1.14 -0.055
H 1.00 -1.35 -1.03 -0.013
H -0.57 -1.85 -0.27 0.032
```

=====

2.
An isolated ion of composition CH3BrO2P and charge -1. Source: the Open Molecules 2025 dataset; level of theory: the ωB97M-V functional and the def2-TZVPD basis.

Summary:
**Charge**: -1
**Lowest unoccupied orbital energy**: 0.1387 hartree
**Spin multiplicity**: 1
**SMILES string**: C[P@](=O)([O-])Br
**E_tot**: -84516.176 eV
**Gap between HOMO and LUMO**: 9.19 eV
**Energy above the lowest of the compared OMol25 structures with the same formula, charge and spin**: 1.6 kcal per mole

```
8
Properties=species:S:1:pos:R:3:lowdin_charge:R:1
C -0.12 -0.20 0.00 -0.248
P -1.65 -1.30 0.09 0.182
O -1.68 -2.07 1.35 -0.412
O -1.74 -1.92 -1.25 -0.420
Br -3.42 0.68 0.22 -0.193
H 0.12 -0.13 -1.08 0.030
H -0.09 0.83 0.53 0.052
H 0.75 -0.68 0.43 0.008
```